No. 1
DFT (wB97M-V/def2-TZVPD) results for a molecular structure, C10H10F6N3O6S4ScTe4 at a distorted geometry.

LUMO energy	3.1	eV
frontier orbital gap	4.8	eV
energy relative to the best compared isomer or geometry (same formula, charge and spin)	113.3	kcal per mole

ORCA input file:
```
! wB97M-V def2-TZVPD RIJCOSX def2/J DEFGRID3
* xyz -2 1
Sc -0.2964 -0.5186 -0.5812
C 3.1847 0.1061 -1.4180
O 2.0601 0.8115 -0.9224
C 2.4318 1.9092 -0.1178
C 1.2209 2.7953 0.0252
O 0.1241 2.0416 0.4977
C -0.0864 2.2078 1.8960
H 3.8049 0.7733 -2.0273
H 2.8172 -0.7070 -2.0353
H 3.7749 -0.3038 -0.5945
H 3.2298 2.4744 -0.6168
H 2.7892 1.5551 0.8571
H 0.9445 3.2055 -0.9510
H 1.4330 3.6259 0.7049
H -0.5371 3.1886 2.0832
H 0.8507 2.1138 2.4490
H -0.7581 1.4224 2.2229
Te -0.8169 1.0176 -2.5479
Te -1.0924 3.2828 -4.4773
Te -1.1986 5.5314 -5.9828
Te -2.7300 2.7868 -2.1654
F 0.6134 -1.7676 4.2862
C 0.3584 -0.6301 3.5275
F 1.4433 0.1573 3.7976
F -0.6897 -0.0470 4.1854
S -0.1225 -1.6413 1.7157
O 1.1450 -1.1201 0.9839
O -1.1653 -0.5771 1.2498
N -0.6313 -2.7693 0.1986
S 0.4998 -3.0996 -0.7846
O 0.8250 -1.8676 -1.6491
O 0.3285 -4.2605 -1.6171
C 2.1159 -3.5407 0.1203
F 3.1197 -2.6734 0.0003
F 2.5620 -4.7047 -0.3924
F 1.8699 -3.7763 1.4098
S -2.8855 1.2731 0.0805
C -3.2274 -0.2384 -0.6852
S -2.1560 -0.9986 -1.9989
C -4.3572 -0.9484 -0.3733
C -5.2895 -0.4704 0.6010
N -6.0553 -0.1026 1.3780
C -4.6251 -2.2396 -0.9369
N -4.8263 -3.2767 -1.3954
*
```


No. 2
DFT (wB97M-V/def2-TZVPD) results for a molecular structure, C10H10F6N3O6S4ScTe4 at a distorted geometry.

LUMO energy	3.7	eV
frontier orbital gap	4.7	eV
energy relative to the best compared isomer or geometry (same formula, charge and spin)	75.6	kcal per mole

ORCA input file:
```
! wB97M-V def2-TZVPD RIJCOSX def2/J DEFGRID3
* xyz -2 1
Sc 0.5482 0.7186 -0.1372
C -0.2957 -1.8765 2.9770
O -0.8981 -1.0442 2.0022
C -2.0822 -1.5524 1.4457
C -1.8279 -2.4136 0.2239
O -0.8915 -1.7681 -0.6082
C -0.7553 -2.4371 -1.8548
H -1.0113 -2.0955 3.7799
H 0.5556 -1.3328 3.3765
H 0.0727 -2.8105 2.5420
H -2.6761 -0.6833 1.1612
H -2.6525 -2.1426 2.1756
H -2.7832 -2.5630 -0.3000
H -1.4190 -3.3969 0.4939
H -1.5344 -2.1187 -2.5533
H -0.8136 -3.5206 -1.7086
H 0.2158 -2.1823 -2.2745
Te 2.3958 -1.1452 0.6092
Te 2.1006 -3.8649 0.1007
Te 5.4291 -5.8851 2.8082
Te 4.2777 -3.5866 1.9896
F 0.0314 3.3815 -1.4447
C -1.0680 3.7845 -0.8467
F -0.8147 4.9910 -0.3152
F -2.0581 3.9299 -1.7067
S -1.6846 2.7546 0.6383
O -1.4643 1.3098 0.5853
O -3.0389 3.1851 0.6906
N -0.7359 3.3496 1.7883
S 0.6492 2.6065 1.9582
O 1.4294 2.5682 0.6974
O 0.6054 1.3263 2.5990
C 1.5537 3.7949 3.0349
F 0.8983 3.9523 4.1793
F 2.7588 3.3044 3.2723
F 1.6623 4.9736 2.4338
S -0.9137 0.7394 -2.4464
C 0.5955 0.3264 -3.1783
S 1.9280 0.1989 -2.0532
C 0.6937 -0.2163 -4.4496
C -0.4661 -0.4680 -5.2394
N -1.4074 -0.6762 -5.8740
C 1.9473 -0.5636 -5.0338
N 2.9437 -0.8511 -5.5384
*
```


No. 3
DFT (wB97M-V/def2-TZVPD) results for a molecular structure, C10H10I2NO at a distorted geometry.

LUMO energy (alpha / beta)	-4.7 / -4.7	eV
frontier orbital gap (alpha / beta)	6.1 / 6.1	eV
energy relative to the best compared isomer or geometry (same formula, charge and spin)	72.4	kcal per mole

ORCA input file:
```
! wB97M-V def2-TZVPD RIJCOSX def2/J DEFGRID3
* xyz 1 1
C 1.5289 -2.1084 2.2467
C 0.1292 -2.0064 2.2909
C 2.0438 -1.5932 1.0866
C -0.5996 -1.4487 1.2428
C 1.3266 -0.9733 0.0969
C -0.0655 -0.9484 0.0975
C 1.9698 -0.4364 -1.0592
C -0.8370 -0.1984 -0.9407
C 0.4580 1.8353 -0.8712
C -2.0216 1.8636 -1.1868
N -0.8385 1.2630 -0.5859
O 2.5743 -0.1241 -1.9667
I 0.7394 2.4779 -2.9289
I 0.7928 3.3476 0.5951
H 2.2027 -2.4977 2.9644
H -0.4730 -2.3519 3.0646
H 3.1923 -1.7954 0.8623
H -1.7441 -1.3671 1.4755
H -0.3233 -0.0957 -1.8945
H -1.8731 -0.4690 -1.0006
H -2.0616 1.7653 -2.2815
H -2.8584 1.4621 -0.7631
H -2.1846 3.0114 -1.0167
H -1.0776 1.3879 0.4727
*
```


No. 4
DFT (wB97M-V/def2-TZVPD) results for a single C10H10INO3 molecule at a distorted geometry.

LUMO energy	0.3	eV
frontier orbital gap	8.4	eV
energy relative to the best compared isomer or geometry (same formula, charge and spin)	0.0	kcal per mole

ORCA input file:
```
! wB97M-V def2-TZVPD RIJCOSX def2/J DEFGRID3
* xyz 0 1
C 2.9902 -1.2445 -0.2737
C 2.5902 -1.6872 1.0345
C 2.1045 -1.0474 -1.2528
C 1.3017 -1.9473 1.3103
C 0.6362 -1.2148 -1.0525
C 0.2700 -1.7874 0.3087
C -0.9912 -2.0006 0.6204
C -1.5787 3.3243 0.1271
C -1.0688 1.9481 0.5570
C -1.8076 0.8668 -0.1429
N -1.3133 0.0573 -1.0122
O -2.0755 -2.2252 0.9599
O 0.0780 0.1183 -1.1592
O -1.9023 -0.8186 -1.6459
I -3.8716 0.6760 0.0745
H 4.0422 -1.0870 -0.4600
H 3.3528 -1.8077 1.7872
H 2.3968 -0.7031 -2.2327
H 0.9866 -2.2891 2.2848
H 0.1891 -1.8114 -1.8611
H -1.5407 3.4229 -0.9561
H -2.6079 3.4654 0.4512
H -0.9663 4.1063 0.5691
H -1.2077 1.8356 1.6366
H -0.0067 1.8503 0.3278
*
```


No. 5
DFT (wB97M-V/def2-TZVPD) results for a single C10H10N2 molecule at a distorted geometry.

LUMO energy	0.4	eV
frontier orbital gap	8.3	eV
energy relative to the best compared isomer or geometry (same formula, charge and spin)	75.1	kcal per mole

ORCA input file:
```
! wB97M-V def2-TZVPD RIJCOSX def2/J DEFGRID3
* xyz 0 1
C 0.7843 -0.3041 -3.1655
C 0.7043 -0.4450 -1.7260
C 1.6066 -1.1831 -0.9391
C 1.6503 -1.1347 0.4801
C 0.5194 -0.5284 1.1209
C -0.8870 -0.0671 2.8888
C -1.6406 0.9249 2.1858
C -1.2256 1.2458 0.9254
C -0.1953 0.5217 0.3471
C -0.1441 0.3305 -1.1165
H 1.4529 0.6035 -3.2722
H -0.2384 -0.0964 -3.7490
H 1.4378 -1.1593 -3.6432
H 2.5397 -1.7226 -1.3639
H 2.3177 -1.5374 1.2318
H -1.0255 -0.4992 3.9529
H -2.3389 1.6954 2.6898
H -1.8426 1.8257 0.2338
H -1.6667 1.6975 -1.5411
H -0.8352 1.1916 -2.9446
N 0.0984 -0.6633 2.3782
N -1.0747 0.9257 -2.0354
*
```


No. 6
DFT (wB97M-V/def2-TZVPD) results for a single C10H10N2O molecule at a distorted geometry.

LUMO energy	0.7	eV
frontier orbital gap	8.9	eV
energy relative to the best compared isomer or geometry (same formula, charge and spin)	76.4	kcal per mole

ORCA input file:
```
! wB97M-V def2-TZVPD RIJCOSX def2/J DEFGRID3
* xyz 0 1
C -1.7321 -2.2432 -2.4347
C -0.8009 -1.4360 -1.6265
C 2.7552 -0.7627 1.0364
C 2.7486 0.4221 0.4031
C -2.8529 -2.4140 -1.6373
C -1.4673 -1.1929 -0.4158
C 0.7401 -0.2484 0.5627
C -1.6920 0.2676 1.6066
C -0.9768 -0.3082 0.6421
C 0.8922 1.9689 -0.4102
N 1.4698 -1.2364 0.9813
N 1.4386 0.7916 0.2056
O -2.7101 -1.7446 -0.4093
H -1.5811 -2.8838 -3.3207
H 0.1093 -0.9501 -1.9070
H 3.5598 -1.3214 1.2186
H 3.5003 1.1767 0.3627
H -3.7068 -2.9674 -1.9079
H -1.3091 0.8031 2.4147
H -2.7644 0.0630 1.6472
H 1.5226 2.8570 -0.3199
H 0.8872 1.6780 -1.5098
H -0.0178 2.3044 -0.0068
*
```


No. 7
DFT (wB97M-V/def2-TZVPD) results for a single C10H10N2O molecule at a distorted geometry.

LUMO energy (alpha / beta)	-0.5 / -0.5	eV
frontier orbital gap (alpha / beta)	7.7 / 7.7	eV
energy relative to the best compared isomer or geometry (same formula, charge and spin)	167.1	kcal per mole

ORCA input file:
```
! wB97M-V def2-TZVPD RIJCOSX def2/J DEFGRID3
* xyz 0 1
C 1.6124 2.4105 1.3536
C 1.5989 1.4315 2.5127
C 1.0755 1.9632 0.1939
C 1.0376 0.2411 2.3278
C 0.4392 0.2708 -1.4302
C -0.5676 -1.2207 1.2090
C 0.5648 0.6273 -0.1317
C 0.3331 -0.2254 1.0617
C 0.3884 -1.1399 -2.1159
C -2.5438 -0.6654 -1.2041
N -0.5958 -1.9750 -1.7392
N -1.6079 -1.7437 -0.8022
O 1.2411 -1.4692 -2.9315
H 1.8581 3.3545 1.5447
H 2.0346 1.5623 3.4583
H 1.0449 2.6682 -0.6420
H 1.1135 -0.5318 3.1112
H 0.5800 0.9958 -2.2434
H -0.7967 -1.9459 2.0726
H -2.1428 0.1657 -1.6165
H -3.1577 -1.1365 -1.9035
H -2.9865 -0.6113 -0.1298
H -0.5234 -3.0264 -1.9554
*
```


No. 8
DFT (wB97M-V/def2-TZVPD) results for 2 unconnected molecules or ions with the total composition C10H10N2O2 at a distorted geometry.

LUMO energy	0.2	eV
frontier orbital gap	8.5	eV
energy relative to the best compared isomer or geometry (same formula, charge and spin)	166.9	kcal per mole

ORCA input file:
```
! wB97M-V def2-TZVPD RIJCOSX def2/J DEFGRID3
* xyz 0 1
C 0.7224 2.7425 0.1600
C -0.2665 0.4691 -0.2511
C -1.7568 0.6932 -0.2203
C -2.5931 -0.3681 -0.1976
C -2.0336 -1.6521 -0.0175
C -0.6069 -1.8743 0.1434
C 0.2783 -0.6943 0.0333
C 1.6889 -0.7026 0.0377
C 2.4335 -1.7327 -0.5465
C 3.8102 -0.1875 0.1377
H 1.3254 3.4847 -0.6736
H -0.4425 3.2880 0.1808
H 1.0428 2.4627 1.1447
H -2.0662 1.7700 -0.4706
H -4.0502 -0.8333 1.2284
H -4.3627 0.5114 -0.0489
H -2.5240 -2.5470 0.0884
H -0.1306 -2.7258 0.5784
H 2.0566 -2.6755 -0.8575
H 4.5034 0.7513 0.2770
N -4.0500 -0.5095 -0.1136
N 3.8458 -1.3953 -0.4091
O 0.6026 1.4982 -0.7725
O 2.5731 0.2268 0.5691
*
```


No. 9
DFT (wB97M-V/def2-TZVPD) results for a single C10H10N2O2 molecule at a distorted geometry.

LUMO energy	-0.3	eV
frontier orbital gap	8.6	eV
energy relative to the best compared isomer or geometry (same formula, charge and spin)	60.5	kcal per mole

ORCA input file:
```
! wB97M-V def2-TZVPD RIJCOSX def2/J DEFGRID3
* xyz 0 1
C 3.1218 -0.6659 0.3728
C 2.8199 0.4521 -0.6634
N 1.6252 1.1787 -0.2105
N 0.5414 1.1633 -1.1558
C 0.0051 -0.1311 -1.4898
O 0.4279 -0.8371 -2.3728
C -1.1514 -0.4044 -0.5603
C -1.8646 -1.5492 -0.3204
C -2.8542 -1.4802 0.6297
C -3.1396 -0.3222 1.3202
C -2.4496 0.8447 1.0572
C -1.4654 0.7731 0.1133
C -0.5299 1.8324 -0.4256
O -0.5884 3.0278 -0.3086
H 3.2247 -0.1566 1.3386
H 2.2079 -1.2687 0.4531
H 4.0030 -1.2535 0.1182
H 2.7395 0.0677 -1.6787
H 3.6555 1.1619 -0.6012
H 1.3163 0.8835 0.7136
H -1.6432 -2.4591 -0.8679
H -3.4594 -2.3464 0.8805
H -3.9090 -0.2913 2.0841
H -2.6335 1.7804 1.5736
*
```